No. 1
{
  "formula": "CH11O5",
  "method": "ωB97M-V/def2-TZVPD",
  "species": ["C", "O", "H", "H", "H", "H", "H", "O", "H", "H", "O", "H", "H", "O", "H", "H", "O"],
  "positions_angstrom": [[1.355, -0.613, -0.677], [0.519, 0.213, 0.081], [1.130, -0.608, -1.755], [1.246, -1.664, -0.358], [2.421, -0.371, -0.525], [-0.722, 0.329, -0.898], [-1.056, 1.134, -2.175], [-1.463, 0.503, -1.577], [1.438, 1.678, -0.076], [1.230, 3.239, 0.010], [1.896, 2.556, 0.090], [-2.335, -1.173, 0.232], [-2.418, -1.380, -1.192], [-2.909, -1.640, -0.396], [0.347, -0.712, 1.692], [1.273, -0.487, 2.826], [0.611, -1.125, 2.542]],
  "total_charge": -1,
  "largest_force_ev_per_a": 0.86,
  "homo_lumo_gap_ev": 8.65,
  "energy_ev": -11454.394
}

---

No. 2
{
  "formula": "C10H16O",
  "method": "ωB97M-V/def2-TZVPD",
  "species": ["C", "C", "C", "C", "C", "O", "C", "C", "H", "H", "H", "H", "H", "H", "H", "H", "C", "C", "C", "H", "H", "H", "H", "H", "H", "H", "H"],
  "positions_angstrom": [[-0.616, -0.331, -3.524], [-0.521, 0.479, -2.238], [-1.046, -0.065, -1.061], [-0.770, 0.650, 0.140], [-0.006, 1.779, 0.113], [0.469, 2.163, 1.344], [0.305, 2.533, -1.040], [0.155, 1.732, -2.187], [-1.552, -0.872, -3.473], [0.301, -0.929, -3.522], [-0.661, 0.333, -4.378], [-1.583, -1.026, -0.999], [-1.187, 0.220, 1.056], [0.623, 3.140, 1.311], [1.004, 3.360, -1.004], [0.706, 2.095, -3.059], [1.427, -1.487, 2.441], [0.883, -2.976, 2.476], [-0.670, -2.992, 2.309], [0.978, -1.156, 1.458], [2.513, -1.487, 2.303], [1.045, -0.808, 3.225], [1.374, -3.552, 1.726], [1.112, -3.192, 3.531], [-1.192, -3.501, 3.149], [-1.056, -1.980, 2.161], [-0.992, -3.606, 1.488]],
  "largest_force_ev_per_a": 3.57,
  "homo_lumo_gap_ev": 9.14,
  "energy_ev": -12675.736,
  "smiles": "Cc1ccc(O)cc1.CCC"
}

---

No. 3
{
  "formula": "C3H3BrO2",
  "method": "ωB97M-V/def2-TZVPD",
  "species": ["C", "C", "Br", "O", "C", "O", "H", "H", "H"],
  "positions_angstrom": [[0.215, -1.252, 0.222], [0.907, -0.184, -0.260], [2.782, -0.186, 0.005], [0.352, 0.834, -0.899], [0.495, 2.053, -0.301], [0.941, 2.226, 0.781], [0.852, -1.997, 0.564], [-0.900, -1.080, 0.191], [0.200, 2.763, -0.960]],
  "largest_force_ev_per_a": 4.67,
  "homo_lumo_gap_ev": 10.20,
  "energy_ev": -77295.525,
  "smiles": "C=C(Br)OC=O"
}

---

No. 4
{
  "formula": "C10H11NO",
  "method": "ωB97M-V/def2-TZVPD",
  "species": ["C", "C", "C", "C", "C", "C", "C", "C", "N", "O", "C", "C", "H", "H", "H", "H", "H", "H", "H", "H", "H", "H", "H"],
  "positions_angstrom": [[2.222, 1.920, -1.904], [1.815, 0.700, -2.469], [0.976, -0.114, -1.712], [0.286, 0.469, -0.612], [-0.720, -0.363, 0.086], [-0.510, -1.839, 0.486], [-1.411, -1.942, 1.709], [-1.704, -0.473, 2.184], [-1.492, 0.350, 1.068], [-2.220, 0.064, -0.162], [0.627, 1.710, -0.186], [1.571, 2.458, -0.844], [2.918, 2.541, -2.417], [2.135, 0.476, -3.485], [0.821, -1.203, -2.024], [0.505, -1.900, 0.776], [-0.754, -2.729, -0.161], [-2.365, -2.439, 1.523], [-0.847, -2.523, 2.609], [-2.682, -0.505, 2.688], [-0.860, -0.304, 2.916], [-0.080, 2.098, 0.540], [1.769, 3.549, -0.609]],
  "largest_force_ev_per_a": 3.80,
  "homo_lumo_gap_ev": 9.90,
  "energy_ev": -14082.341,
  "smiles": "c1ccc([C@@]23CCCN2O3)cc1"
}

---

No. 5
{
  "formula": "C4H6O2Tm",
  "method": "ωB97M-V/def2-TZVPD",
  "species": ["O", "C", "Tm", "O", "C", "H", "H", "H", "C", "C", "H", "H", "H"],
  "positions_angstrom": [[-0.777, 1.162, -0.478], [1.557, 0.424, -0.752], [0.873, 1.934, 1.160], [1.706, -0.671, 0.034], [2.561, -1.741, -0.380], [2.523, -1.875, -1.468], [3.595, -1.471, -0.132], [2.212, -2.668, 0.092], [-2.015, 1.290, -0.750], [-2.877, 0.970, 0.448], [-2.434, 1.253, 1.425], [-3.836, 1.504, 0.338], [-3.091, -0.111, 0.465]],
  "total_charge": 1,
  "largest_force_ev_per_a": 4.47,
  "homo_lumo_gap_ev": [4.96, 4.38],
  "energy_ev": -37855.042,
  "multiplicity": 3
}

---

No. 6
{
  "formula": "CH4O3",
  "method": "ωB97M-V/def2-TZVPD",
  "species": ["O", "C", "O", "H", "H", "H", "H", "O"],
  "positions_angstrom": [[-0.243, 1.405, 0.254], [-0.183, 2.212, 1.204], [0.867, 2.919, 1.305], [-0.852, 2.099, 2.053], [1.568, 3.214, 0.697], [-1.128, -4.091, -1.627], [0.362, -4.191, -1.911], [-0.391, -3.567, -1.975]],
  "total_charge": 1,
  "largest_force_ev_per_a": 2.66,
  "homo_lumo_gap_ev": [7.19, 2.94],
  "energy_ev": -7232.834,
  "multiplicity": 2
}